The following is a DFT calculation (ωB97M-V with the def2-TZVPD basis set) of 2 unconnected molecules or ions with the total composition C7H17NO in a non-equilibrium geometry.

Each line ends with the Löwdin charge.
Cartesian coordinates (Å):
C  1.547  0.811  -1.268  -0.13
C  0.369  -0.150  -1.363  -0.22
N  0.441  -1.537  -0.788  -0.13
C  1.640  -2.293  -1.350  -0.05
C  0.303  -1.363  0.606  -0.52
C  1.198  -0.499  1.605  -0.01
O  -0.573  -1.720  1.295  0.09
H  2.603  0.765  -1.583  0.07
H  2.011  1.123  -0.138  0.12
H  1.266  1.767  -1.640  0.05
H  -0.719  0.141  -0.969  0.15
H  0.410  -0.409  -2.460  0.13
H  2.276  -1.390  -1.714  0.08
H  2.447  -2.521  -0.709  0.05
H  1.496  -2.960  -2.281  0.11
H  2.171  -0.955  1.534  0.06
H  1.131  0.511  1.119  0.03
H  0.704  -0.483  2.653  0.11
C  -3.162  2.914  1.068  -0.15
C  -1.815  2.685  0.249  -0.16
H  -2.941  3.257  2.069  0.05
H  -3.838  3.549  0.464  0.06
H  -3.591  1.857  1.096  0.08
H  -1.872  2.626  -0.760  0.01
H  -1.449  1.616  0.491  0.06
H  -1.094  3.394  0.701  0.07

HOMO-LUMO gap = 0.35773 Ha
total charge = 0
energy relative to the best compared isomer or geometry (same formula, charge and spin) = 533.6 kJ/mol
SMILES = CCN(C)C(C)=O.CC
strongest force on any atom = 5.7 eV/A